# C10H20ClGaI2NO2P

A molecular structure, C10H20ClGaI2NO2P (the ωB97M-V functional and the def2-TZVPD basis, the Open Molecules 2025 dataset).

XYZ file:
```
38
Properties=species:S:1:pos:R:3:forces:R:3:nbo_charge:R:1
I -3.29948 1.49437 -1.74519 2.15 1.39 -0.82 0.17
I -2.80995 -1.09160 -1.79939 1.02 -0.43 -0.28 0.07
Ga 1.02941 0.18207 -1.29953 -0.03 -0.92 1.48 1.55
Cl 3.13141 -0.19424 -1.18692 -0.64 0.31 -0.24 -0.42
P 0.34515 0.01772 -3.60700 2.20 -0.24 -2.53 0.86
O 0.44690 0.06248 0.50200 -0.07 0.40 -2.21 -0.87
O -5.35283 0.00840 0.16476 0.34 0.07 -2.18 -0.50
N -0.87176 -0.13865 2.26433 0.24 -0.28 -0.78 -0.51
C -0.77075 0.50808 4.67030 1.02 0.47 0.48 -0.42
C 1.37906 -1.38625 -4.22455 -0.48 -0.27 1.01 -0.90
C -5.18342 0.02589 -0.97454 -3.35 -1.11 3.36 0.35
C 0.77639 0.30722 4.90245 -0.46 0.22 0.73 -0.41
C 1.62548 0.50519 3.63418 0.67 0.62 0.87 -0.41
C -1.29532 -0.45554 3.63555 -0.51 -0.64 -0.12 -0.24
C -0.90342 -0.09118 -4.96699 -2.23 0.16 1.16 -0.89
C 1.54487 -0.57920 2.56249 -1.28 0.17 -0.66 -0.50
C 0.33124 -0.23730 1.74870 -0.45 -0.27 0.29 0.77
C 1.38673 1.36232 -4.29096 -0.64 0.35 0.56 -0.93
H 1.38445 -1.54906 3.04373 0.19 -0.05 -0.15 0.26
H 1.00730 -0.65311 5.40194 -0.32 0.11 -0.51 0.22
H 2.28680 -1.54452 -3.64355 -0.06 -0.06 -0.06 0.27
H -1.53108 -0.99682 -4.84651 0.46 0.43 -0.01 0.28
H 1.62590 -1.16409 -5.26432 -0.06 0.07 0.16 0.27
H 1.36097 1.50020 3.24026 0.30 -0.29 -0.18 0.21
H -1.60590 0.76850 -4.94289 0.52 -0.41 -0.07 0.28
H 1.10433 1.04032 5.67602 -0.22 -0.26 -0.73 0.25
H 2.37998 -0.61317 1.84696 -0.12 0.02 0.61 0.25
H -1.61151 0.03215 1.58416 0.25 0.18 0.23 0.43
H -0.93458 -1.46444 3.86830 -0.07 0.07 0.00 0.22
H -0.92569 1.57763 4.38262 -0.14 -0.84 0.14 0.22
H 1.62494 1.07743 -5.32318 -0.03 0.19 0.31 0.27
H -2.39841 -0.53722 3.57476 0.61 0.29 0.25 0.24
H 0.72641 -2.25549 -4.18546 0.28 -0.35 -0.05 0.26
H 0.73334 2.23776 -4.27427 0.43 0.30 -0.18 0.26
H 2.68096 0.53493 3.90943 -0.08 0.23 0.21 0.25
H -1.32505 0.31579 5.60635 0.34 0.19 -0.36 0.25
H -0.39043 -0.14060 -5.93356 0.34 0.14 0.46 0.28
H 2.29756 1.53402 -3.71048 -0.11 0.03 -0.16 0.27
```
Positions in Å, forces in eV/Å.

Computed properties:
Total charge: +2
Lowest unoccupied orbital energy (hartree): -0.3188
HOMO (eV): -15.137
Energy relative to the best compared isomer or geometry (same formula, charge and spin) (kJ/mol): 195.2
Calculated total energy (hartree): -3919.4325

=====

# C3H2BrClN2

C3H2BrClN2 in the gas phase (the ωB97M-V functional and the def2-TZVPD basis, the Open Molecules 2025 dataset).

XYZ file:
```
9
Properties=species:S:1:pos:R:3:forces:R:3:nbo_charge:R:1
Br 3.47750 0.75622 0.00260 -0.18 -0.09 -0.04 0.10
Cl 2.12108 -2.70001 0.00528 0.23 -0.12 -0.01 0.10
N -0.53660 0.18482 -0.05471 -0.94 0.36 0.02 -0.19
N -0.22560 -1.08484 -0.07957 5.56 -0.58 0.13 -0.35
C 1.36734 -1.20788 -0.02352 -5.21 0.98 -0.15 0.01
C 0.54651 0.90821 -0.05958 0.40 -0.48 -0.04 -0.08
C 1.72171 0.10131 -0.04196 0.37 -0.39 0.07 -0.22
H 0.52058 1.97850 -0.08398 -0.10 0.21 0.02 0.22
H -0.87500 -1.82986 0.10396 -0.12 0.11 0.00 0.41
```
Positions in Å, forces in eV/Å.

Computed properties:
Lowest unoccupied orbital energy (hartree): 0.0268
HOMO (eV): -9.276
Energy relative to the best compared isomer or geometry (same formula, charge and spin) (kJ/mol): 0.0
SMILES string: Clc1[nH]ncc1Br
Calculated total energy (hartree): -3259.1880

=====

# C21H33Cl2N2O8

2 unconnected molecules or ions with the total composition C21H33Cl2N2O8 (the ωB97M-V functional and the def2-TZVPD basis, the Open Molecules 2025 dataset).

XYZ file:
```
66
Properties=species:S:1:pos:R:3:forces:R:3:nbo_charge:R:1
Cl 7.09419 -4.33858 2.24645 -0.01 0.03 -0.01 2.54
Cl -2.26838 2.36259 2.41011 0.28 -0.17 -0.16 -0.07
O -4.40233 1.42704 0.40852 -0.14 0.17 -0.09 -0.55
O 6.75282 -4.63279 3.61829 -0.01 0.01 0.00 -0.88
O 7.10683 -2.90072 2.05125 0.01 0.01 -0.01 -0.90
O -0.31387 -0.49266 1.30510 0.42 0.18 -0.32 -0.58
O 8.39901 -4.87456 1.94147 -0.02 -0.01 -0.02 -0.87
O -2.37682 0.06226 -1.82792 0.25 0.04 0.16 -0.57
O 6.10584 -4.92591 1.36491 -0.01 0.02 -0.01 -0.89
O -3.91643 4.30988 2.51470 -0.74 0.76 1.01 -0.50
N 1.93402 -0.20765 -3.21000 -0.16 -0.03 -0.12 -0.84
N -0.21747 -2.24178 2.81379 0.81 0.62 -0.02 -0.70
C 0.31349 3.94269 -1.89564 -0.38 -0.66 0.14 -0.60
C -3.48316 3.70608 0.27945 -0.22 -0.27 -0.43 -0.54
C 1.23623 -2.11982 2.74455 -0.09 -0.18 -0.01 0.22
C -0.75473 1.74384 -2.36655 0.73 -0.33 -0.18 -0.42
C -2.71217 -0.14407 -0.45407 -0.53 0.14 -0.54 0.06
C -0.95165 0.27128 -2.02420 -0.68 -0.35 -0.27 0.08
C -4.19761 0.21406 -0.29148 0.49 -0.24 0.28 -0.07
C -3.36492 3.59272 1.76886 0.39 -0.36 -0.55 0.58
C 0.53661 2.40759 -1.87591 -0.15 0.93 0.50 -0.24
C -2.45001 -1.59917 -0.08536 -0.28 0.11 0.00 -0.42
C 1.90184 -2.91146 1.81242 0.30 0.23 0.10 -0.27
C 3.28442 -2.82301 1.67768 -0.32 0.50 0.46 -0.18
C -0.53002 -0.72616 -3.12146 0.14 0.21 0.32 -0.43
C 1.93881 -1.25216 3.57823 -0.08 -0.52 -0.57 -0.28
C 3.98871 -1.93814 2.49596 -0.10 0.07 0.04 -0.21
C -4.29371 2.58126 -0.40588 0.37 -0.23 0.32 -0.05
C 0.68117 -0.36358 -3.96477 0.17 -0.42 0.00 -0.22
C -0.85996 -1.42487 1.83059 -0.11 -0.10 0.18 0.71
C -2.24703 -1.84286 1.40431 0.10 -0.13 0.04 -0.51
C 3.32420 -1.16989 3.44832 -0.43 -0.18 -0.16 -0.19
C 0.92104 2.00247 -0.45087 0.39 -0.01 -0.46 -0.60
H 0.06975 2.00350 0.22548 -0.13 -0.09 0.08 0.21
H -1.59357 2.31348 -1.97448 -0.18 -0.05 0.21 0.20
H 1.40147 1.02691 -0.43528 -0.14 -0.19 0.26 0.21
H -3.31431 -2.17508 -0.41732 -0.08 -0.14 -0.09 0.20
H -0.29540 -1.67721 -2.64318 -0.14 -0.17 0.11 0.20
H -0.06251 4.23241 -0.91555 0.08 0.24 0.17 0.19
H 1.38680 2.20849 -2.51974 -0.04 -0.33 -0.28 0.22
H -4.00540 4.64067 0.11323 -0.02 0.22 -0.01 0.24
H -3.77816 2.31985 -1.32496 -0.11 0.03 -0.29 0.19
H 1.74861 -0.06812 -2.22581 0.04 0.10 0.06 0.35
H 1.66040 2.70281 -0.07045 0.09 0.12 0.12 0.21
H 1.37505 -0.65629 4.28271 0.12 0.16 0.15 0.20
H 3.81191 -3.43135 0.96154 0.14 -0.11 -0.02 0.24
H -4.63943 0.24343 -1.28672 -0.22 -0.04 -0.11 0.19
H -1.61110 -1.96630 -0.66733 0.28 -0.05 0.07 0.22
H 1.22363 4.48558 -2.11860 0.11 0.19 0.03 0.21
H -1.41134 -0.89444 -3.73596 -0.05 0.08 -0.28 0.22
H 1.34437 -3.59434 1.18947 -0.17 -0.09 -0.02 0.21
H 0.83759 -1.19060 -4.65489 -0.05 -0.04 -0.22 0.19
H -2.98201 -1.27267 1.97443 -0.10 0.04 0.16 0.23
H -2.37570 -2.89381 1.63658 -0.10 -0.12 0.14 0.23
H -2.15933 0.54746 0.17279 0.29 0.01 0.17 0.21
H -0.47233 -0.01196 -1.09111 0.24 0.26 0.11 0.21
H 2.46377 -1.06510 -3.27248 0.13 -0.01 0.07 0.36
H -0.78049 1.84074 -3.45043 -0.27 0.20 -0.18 0.21
H 0.49081 0.49892 -4.59908 0.01 0.33 0.09 0.17
H -0.47486 4.21103 -2.59468 0.12 0.16 -0.37 0.20
H -4.67857 -0.56371 0.29691 -0.23 0.03 0.08 0.18
H -2.50639 3.79733 -0.18715 0.28 -0.17 0.19 0.24
H 3.86609 -0.49217 4.08883 0.18 0.04 0.04 0.21
H -0.48050 -1.89788 3.73428 -0.49 -0.38 0.04 0.38
H -5.29664 2.93940 -0.62604 -0.14 0.09 -0.12 0.18
H 5.05885 -1.85495 2.39414 0.17 -0.14 0.01 0.26
```
Positions in Å, forces in eV/Å.

Computed properties:
Total charge: -1
Lowest unoccupied orbital energy (hartree): 0.0745
HOMO (eV): -5.929
Calculated total energy (hartree): -2451.6129

=====

# C4H13N4O

2 unconnected molecules or ions with the total composition C4H13N4O (the ωB97M-V functional and the def2-TZVPD basis, the Open Molecules 2025 dataset).

XYZ file:
```
22
Properties=species:S:1:pos:R:3:forces:R:3:nbo_charge:R:1
O -0.30726 -0.69575 -4.15756 -0.10 -0.42 -0.06 -0.53
N -1.27037 -0.64760 0.99276 0.01 -0.29 -0.11 -0.79
N 0.20844 0.72965 2.18535 -0.09 0.52 -0.26 -0.53
N -0.94025 -0.92548 3.25196 -1.11 -0.37 -0.02 -0.76
N -0.71091 0.12745 -2.07349 0.00 -0.43 0.47 -0.90
C 0.74589 1.55025 1.10498 0.00 -0.16 0.04 -0.42
C -0.67346 -0.24983 2.11527 0.40 0.09 0.47 0.68
C 0.12212 -0.43385 -3.07076 -0.17 0.56 -0.06 0.68
C 1.53403 -0.66749 -2.65111 1.01 -0.44 0.08 -0.74
H 0.40844 1.08385 3.10865 0.30 -0.41 0.08 0.42
H -2.14597 -1.13428 1.09887 0.15 -0.23 -0.09 0.42
H 1.81053 1.36910 1.02706 0.22 0.03 0.02 0.23
H -0.35094 0.99007 -1.69245 -0.03 0.06 -0.09 0.38
H -1.67283 0.20341 -2.37608 0.04 0.26 -0.26 0.40
H -1.53448 -1.73096 3.12170 0.05 -0.03 0.16 0.41
H 0.56997 2.59322 1.32517 -0.04 0.25 -0.02 0.23
H 1.83771 -0.23163 -1.70160 -0.28 0.13 0.11 0.20
H 1.73306 -1.74203 -2.58200 -0.31 0.03 0.06 0.26
H -1.05197 -0.50947 4.16792 0.38 0.27 -0.25 0.43
H -0.86779 -0.65236 0.05850 0.03 0.48 -0.05 0.45
H 2.24670 -0.33550 -3.40028 -0.18 0.22 -0.26 0.26
H 0.30935 1.30923 0.14713 -0.29 -0.13 0.03 0.20
```
Positions in Å, forces in eV/Å.

Computed properties:
Total charge: +1
Lowest unoccupied orbital energy (hartree): -0.1151
HOMO (eV): -12.975
Energy relative to the best compared isomer or geometry (same formula, charge and spin) (kJ/mol): 134.0
Calculated total energy (hartree): -454.2767

=====

Question: Which value of lowest unoccupied orbital energy does entry 3 give?
Answer: 0.0745 hartree

=====

Question: The lowest calculated total energy belongs to which entry?
Answer: C10H20ClGaI2NO2P

=====

Question: Among the records above, which one has the highest HOMO?
Answer: C21H33Cl2N2O8

=====

Question: What is the formula in the first record?
Answer: C10H20ClGaI2NO2P